ORCA calculation (the ωB97M-V functional and the def2-TZVPD basis) on a cluster of 2 separate species, C4H10N3 in total in a non-equilibrium geometry.

Structure (ORCA input):
```
! RIJCOSX wB97M-V def2-TZVPD def2/J DEFGRID3
* xyz 1 1
C -1.33476 -0.12212 -0.08111
C 1.46768 -0.10921 -0.18656
C -1.97472 0.86095 0.83482
C -0.52425 -1.16767 0.49195
N -1.40639 0.07695 -1.34801
N 2.55936 -0.47253 0.40647
N 1.22334 0.72570 -1.12559
H -2.68767 0.34567 1.47840
H -2.50277 1.61291 0.25622
H -1.23555 1.33942 1.47625
H -0.37451 -1.21315 1.55709
H -0.32730 -2.06274 -0.07762
H -1.04506 -0.67834 -1.93153
H 2.55971 -1.18143 1.12801
H 3.46615 -0.07939 0.16437
H 0.23061 0.82560 -1.43500
H 1.90611 1.29935 -1.60817
*
```

Properties
Energy above the lowest of the compared OMol25 structures with the same formula, charge and spin   66.4 kcal/mol
LUMO   -5.2 eV
Orbital gap   9.1 eV

=====

ORCA calculation (the ωB97M-V functional and the def2-TZVPD basis) on a cluster of 3 separate species, C29H56O11 in total in a non-equilibrium geometry.

Structure (ORCA input):
```
! RIJCOSX wB97M-V def2-TZVPD def2/J DEFGRID3
* xyz 0 1
C -0.84229 -5.70621 3.18960
O -0.60290 -5.44778 1.75840
C -1.86576 -5.00565 1.10111
C -1.40543 -4.27128 -0.30548
C -2.66920 -3.59225 -1.13851
C -2.42575 -3.97238 -2.72210
C -3.76376 -3.87672 -3.66433
C -3.59578 -2.70516 -4.83713
C -4.18082 -1.31265 -4.12828
C -3.34177 -0.29299 -3.40418
C -1.72402 -0.40252 -3.16138
C -0.88665 0.99079 -3.33222
C -1.27544 2.15870 -2.24499
C 0.00211 2.96167 -1.60421
C -0.63236 4.34856 -0.91760
O -0.14677 4.52202 0.48164
C -1.17167 5.34803 1.17058
C -4.45910 0.82727 -2.97903
O -4.42794 2.16023 -2.89529
O -5.65127 -0.04784 -2.73075
C -5.74532 -0.80381 -4.02769
O -6.79420 -0.96199 -4.83450
H 0.13698 -5.44451 3.80132
H -1.03636 -6.85046 3.35512
H -1.75540 -5.06769 3.61437
H -2.41090 -4.16005 1.73828
H -2.56707 -5.95041 0.92614
H -0.83728 -5.06468 -0.95240
H -0.63349 -3.41165 -0.06367
H -3.72604 -3.90204 -0.72205
H -2.58588 -2.41182 -0.99473
H -2.06320 -5.10676 -2.75481
H -1.51759 -3.32171 -3.09819
H -4.65476 -3.49419 -2.96835
H -4.04832 -4.92930 -4.10725
H -4.31022 -2.92585 -5.73928
H -2.46499 -2.58543 -5.19165
H -1.43994 -0.90955 -2.11536
H -1.29751 -1.15651 -3.97837
H -0.90774 1.36749 -4.46490
H 0.25977 0.72441 -3.13241
H -1.93443 2.95524 -2.84021
H -2.01264 1.71493 -1.41843
H 0.75732 3.31729 -2.42429
H 0.48867 2.28298 -0.78009
H -1.79767 4.24207 -0.85659
H -0.26404 5.30722 -1.50113
H -1.76634 6.03186 0.40175
H -0.69645 6.07882 1.98580
H -1.98397 4.62944 1.66910
C 4.18401 -4.87973 -0.34049
O 3.89382 -5.59101 -1.53311
C 2.78858 -6.48296 -1.37102
C 2.31457 -6.99600 -2.73346
O 1.43883 -6.07554 -3.39670
C 2.07760 -4.93747 -3.98792
C 2.81221 -5.27870 -5.28688
O 4.10965 -5.80658 -5.00021
C 4.71450 -6.38248 -6.14639
H 4.41510 -5.57111 0.47456
H 5.05489 -4.24423 -0.52281
H 3.33980 -4.23904 -0.06732
H 1.96566 -5.97018 -0.86055
H 3.12834 -7.32761 -0.76188
H 1.71321 -7.89625 -2.56531
H 3.14814 -7.28311 -3.37790
H 2.72650 -4.43029 -3.26991
H 1.26481 -4.24481 -4.23176
H 2.94543 -4.36845 -5.88002
H 2.23023 -6.00907 -5.86214
H 4.12924 -7.23994 -6.49388
H 5.71156 -6.73294 -5.86990
H 4.81059 -5.64080 -6.94505
C 2.14970 10.75850 5.93607
O 2.11336 9.36343 6.19086
C 2.53855 9.04881 7.51888
C 2.19944 7.59425 7.85565
O 0.84094 7.42743 8.28074
C -0.13904 7.46992 7.23641
C -0.17192 6.18679 6.40222
O 0.84271 6.22230 5.39551
C 1.02615 4.95756 4.78067
H 3.16092 11.15017 6.07659
H 1.84640 10.92630 4.89906
H 1.44551 11.28104 6.59094
H 2.05201 9.71916 8.23624
H 3.62398 9.18946 7.56356
H 2.80952 7.29499 8.71506
H 2.44393 6.91440 7.03674
H -0.01752 8.36072 6.61549
H -1.10263 7.56422 7.74873
H -1.14003 6.10468 5.89810
H -0.02258 5.31653 7.05292
H 1.37972 4.22646 5.51484
H 1.78487 5.06056 4.00147
H 0.09435 4.61342 4.32188
*
```

Properties
SMILES string   COCCCCCCC1=C(CCCCCOC)C(=O)OC1=O.COCCOCCOC.COCCOCCOC
LUMO   -1.0 eV
Orbital gap   8.3 eV

=====

ORCA calculation (the ωB97M-V functional and the def2-TZVPD basis) on a cluster of 2 separate species, CHClO3S in total in a non-equilibrium geometry.

Structure (ORCA input):
```
! RIJCOSX wB97M-V def2-TZVPD def2/J DEFGRID3
* xyz 0 1
C -1.22154 -0.53932 -0.33368
O -1.16239 -0.67483 0.81866
O 0.34934 1.56025 -0.42148
O -1.41195 -0.53376 -1.43826
S 1.40221 0.92311 0.34606
Cl 1.48768 -0.95631 -0.51419
H 0.55665 0.22086 1.54289
*
```

Properties
Energy above the lowest of the compared OMol25 structures with the same formula, charge and spin   27.1 kcal/mol
LUMO   -0.3 eV
Orbital gap   10.2 eV

=====

ORCA calculation (the ωB97M-V functional and the def2-TZVPD basis) on the molecule C5H8O.

Structure (ORCA input):
```
! RIJCOSX wB97M-V def2-TZVPD def2/J DEFGRID3
* xyz 0 1
C 0.34183 -1.01014 -0.55006
C -1.19120 -0.56490 -0.32137
C -1.00399 0.72407 0.46852
O -0.31201 0.48524 1.68628
C 0.42724 1.08162 0.63028
C 1.25798 0.18064 -0.25192
H 0.71519 -1.51644 -1.45422
H 0.52452 -1.69557 0.28464
H -1.93263 -0.41472 -1.13116
H -1.62301 -1.35733 0.30783
H -1.74116 1.52895 0.44746
H 0.76903 2.09575 0.85502
H 1.59473 0.78048 -1.11311
H 2.14069 -0.31702 0.15807
*
```

Properties
SMILES string   C1C[C@@H]2O[C@@H]2C1
Energy above the lowest of the compared OMol25 structures with the same formula, charge and spin   36.6 kcal/mol
LUMO   1.1 eV
Orbital gap   11.2 eV

=====

ORCA calculation (the ωB97M-V functional and the def2-TZVPD basis) on a cluster of 2 separate species, C3H11N3S2 in total.

Structure (ORCA input):
```
! RIJCOSX wB97M-V def2-TZVPD def2/J DEFGRID3
* xyz 0 1
C -2.47410 -0.73886 -0.64868
S -2.01842 -0.50893 1.08352
S -0.68666 -2.08415 1.35912
C 0.25692 -1.32852 2.71776
H -1.59890 -0.88748 -1.27917
H -3.17653 -1.56074 -0.76276
H -2.96020 0.19251 -0.93533
H -0.23007 -1.53798 3.66616
H 1.25564 -1.76121 2.70195
H 0.30320 -0.25753 2.54534
N 1.06044 0.02490 -1.33156
C 1.36528 1.35906 -1.32895
N 0.74415 2.06852 -0.30507
N 2.11995 1.97502 -2.15110
H 1.35460 -0.56612 -2.08461
H 0.42684 -0.36939 -0.65968
H 0.73180 1.59792 0.58894
H 1.13601 2.99983 -0.24553
H 2.39005 1.38314 -2.93035
*
```

Properties
SMILES string   N=C(N)N.CSSC
Energy above the lowest of the compared OMol25 structures with the same formula, charge and spin   7.1 kcal/mol
LUMO   0.4 eV
Orbital gap   8.8 eV

=====

ORCA calculation (the ωB97M-V functional and the def2-TZVPD basis) on a structure of composition C49H37F3I4N7Tl.

Structure (ORCA input):
```
! RIJCOSX wB97M-V def2-TZVPD def2/J DEFGRID3
* xyz -2 1
Tl 0.15164 0.32960 -0.42056
I -3.28770 7.85588 -6.14504
C -2.55207 6.28072 -4.91388
C -2.50341 4.98987 -5.41110
C -2.04782 3.97133 -4.59912
C -1.63898 4.21299 -3.28055
C -1.69509 5.53974 -2.82387
C -2.14434 6.56780 -3.62317
C -1.18125 3.15721 -2.38362
C -2.04342 2.03247 -2.19125
C -3.31116 1.85696 -2.79048
C -3.86937 0.72457 -2.23499
C -2.94334 0.23726 -1.29212
C -3.21648 -0.81832 -0.37147
C -4.34466 -1.68431 -0.70970
C -5.42129 -1.92150 0.15929
C -6.43989 -2.79170 -0.16958
C -6.39991 -3.45285 -1.38505
I -7.93776 -4.83941 -1.88520
C -5.37900 -3.21718 -2.29235
C -4.37866 -2.33126 -1.95520
C -2.49838 -1.06976 0.79650
N -1.32945 -0.46148 1.18252
C -0.93291 -1.03806 2.35888
C 0.26281 -0.81303 3.05256
C 0.55479 -1.65273 4.20967
C 1.77127 -2.35642 4.26584
C 2.06375 -3.24160 5.27718
C 1.13491 -3.43099 6.28800
I 1.58122 -4.78713 7.86991
C -0.05862 -2.72949 6.30330
C -0.34093 -1.85069 5.27799
C 1.29204 0.09259 2.63283
C 2.45324 0.41974 3.36487
C 3.17024 1.32608 2.60470
C 2.41829 1.56269 1.43811
N 1.28090 0.81130 1.47392
C 2.70301 2.57615 0.47582
C 1.80907 3.09973 -0.44742
C 2.04035 4.26520 -1.26101
C 0.93926 4.43980 -2.02385
C 0.02482 3.36643 -1.71594
N 0.58123 2.57885 -0.75511
C 4.07628 3.08492 0.43659
C 4.41126 4.42151 0.66803
C 5.70916 4.87164 0.51606
C 6.68315 3.97465 0.12266
I 8.68834 4.65533 -0.11217
C 6.39447 2.63846 -0.09552
C 5.09758 2.20318 0.07434
C -1.88556 -2.05141 2.72257
C -2.83531 -2.08476 1.75227
N -1.83424 1.03754 -1.28653
H -2.80566 4.78092 -6.42864
H -1.97470 2.97232 -5.00214
H -1.39436 5.75178 -1.80805
H -2.18448 7.57897 -3.23936
H -3.77427 2.50163 -3.51360
H -4.84703 0.31491 -2.43693
H -5.46778 -1.38428 1.09489
H -7.26561 -2.95234 0.51047
H -5.35958 -3.72761 -3.24554
H -3.58294 -2.14905 -2.66259
H 2.48727 -2.22603 3.46745
H 2.99482 -3.79229 5.27466
H -0.76089 -2.86518 7.11599
H -1.26601 -1.29129 5.30253
H 2.70013 0.06696 4.35155
H 4.10576 1.78908 2.86648
H 2.91604 4.88764 -1.26281
H 0.79309 5.21606 -2.75188
H 3.64583 5.11451 0.98426
H 5.95082 5.91077 0.70110
H 7.16712 1.95184 -0.41219
H 4.84307 1.17343 -0.12375
H -1.81679 -2.69371 3.58071
H -3.66943 -2.75785 1.68354
N -0.62363 -1.35079 -2.38890
C -0.18866 -2.72136 -2.53567
C -0.54506 -3.50426 -1.26676
N -0.09865 -2.82501 -0.07282
C 1.10390 -3.33658 0.53394
C 2.34346 -2.77519 -0.16403
N 2.38152 -1.34920 0.05434
H -0.34895 -0.78889 -3.18555
H -1.62945 -1.28433 -2.26844
H -0.65387 -3.23364 -3.39810
H 0.88951 -2.72028 -2.69248
H -1.63338 -3.61155 -1.23372
H -0.10574 -4.51300 -1.33907
H -0.83553 -2.76607 0.61358
H 1.11792 -3.01865 1.58046
H 1.14757 -4.44348 0.50965
H 3.24411 -3.29818 0.20891
H 2.27574 -2.95167 -1.23799
H 2.54729 -1.14781 1.03433
H 3.10108 -0.90018 -0.49903
F 1.37070 1.04398 -3.41656
C 1.82965 0.31619 -2.34549
F 2.23614 -0.87046 -2.95806
F 3.04291 0.88908 -2.04169
*
```

Properties
Energy above the lowest of the compared OMol25 structures with the same formula, charge and spin   11.6 kcal/mol
LUMO (alpha / beta)   3.0 / 3.0 eV
Orbital gap (alpha / beta)   3.3 / 3.3 eV